[1]
Density functional theory data (wB97M-V/def2-TZVPD) for a cluster of 3 separate species, C6H12O in total.

Calculated values
maximum force: 1.03 eV/A
LUMO energy: 0.433 eV
structure (SMILES): C1=CC1.C=O.CC
ΔE to the lowest compared entry with this formula, charge and spin: 111.4 kcal per mole
HOMO-LUMO gap: 9.8325 eV
E_tot: -8459.5247 eV
HOMO level: -9.400 eV

ORCA input file:
```
! wB97M-V def2-TZVPD RIJCOSX def2/J DEFGRID3
* xyz 0 1
C 0.076 -1.935 1.372
C -0.132 -1.712 -0.117
H -0.302 1.376 1.738
C 0.725 1.746 -0.519
H 2.070 0.016 -1.076
C -1.070 1.392 0.941
H -1.184 -1.764 -0.404
O -1.644 0.397 0.562
C 1.207 0.651 -1.018
C 0.097 1.272 -1.790
H -0.575 -1.263 1.939
H 0.376 1.772 -2.714
H 0.465 -2.382 -0.741
H 1.019 2.595 0.060
H -0.914 0.845 -1.774
H -0.161 -2.964 1.658
H 1.116 -1.735 1.660
H -1.375 2.395 0.599
H 0.204 -0.704 -0.375
*
```

***

[2]
Density functional theory data (wB97M-V/def2-TZVPD) for a cluster of 3 separate species, C16H35BO11 in total.

Calculated values
maximum force: 3.56 eV/A
LUMO energy: 0.238 eV
structure (SMILES): COB(O)[C@H]1COC(=O)O1.COCCOCCOC.COCCOCCOC
ΔE to the lowest compared entry with this formula, charge and spin: 26.3 kcal per mole
HOMO-LUMO gap: 9.3007 eV
E_tot: -40355.4459 eV
HOMO level: -9.062 eV

ORCA input file:
```
! wB97M-V def2-TZVPD RIJCOSX def2/J DEFGRID3
* xyz 0 1
H 6.938 -1.299 1.758
H -4.969 4.155 -0.492
C 6.489 -0.416 1.293
C 2.178 -0.082 -4.471
C -4.624 3.368 0.189
C 2.517 -2.233 -4.120
C -3.866 0.181 1.657
C -7.013 -1.408 1.050
O 4.262 2.680 2.021
C 1.191 0.676 0.924
H -4.969 3.607 1.196
H -7.562 -1.182 0.135
C -4.193 -0.034 -0.754
H -0.571 -3.908 -0.383
H 3.115 -3.136 -3.936
H 1.661 -2.299 -4.820
C -4.431 1.415 -1.153
C 2.974 1.953 0.006
C 4.292 2.393 0.628
H 4.880 -0.155 3.799
O -0.072 -3.026 -2.266
O 5.180 -0.216 1.787
H 5.096 1.696 0.394
H 1.081 -0.114 1.669
H -5.017 1.422 -2.080
H -3.530 3.341 0.205
C -5.096 -0.553 2.170
O -3.366 -0.239 0.391
O 3.192 -1.049 -4.629
H -3.662 -0.513 -1.582
H 2.875 -1.113 -2.379
H 6.421 -0.579 0.216
H 2.405 -3.705 -0.968
O 1.308 -0.456 -3.449
H -5.129 -0.583 -0.655
C -0.957 -3.189 -1.125
C 4.037 1.609 2.930
H 3.052 1.169 2.773
O 2.094 0.853 -5.136
H -3.055 -0.020 2.363
H 0.536 0.447 0.075
H -4.013 1.261 1.674
H 2.220 2.730 0.164
O 2.541 0.695 0.502
O -5.182 2.123 -0.180
H 3.999 2.078 3.917
B 1.173 -2.582 -1.872
C 5.119 0.541 2.986
H -4.889 -1.628 2.200
H -1.180 -2.210 -0.658
O 1.776 -3.023 -0.674
H 0.889 1.619 1.387
H 3.127 1.840 -1.074
O -6.247 -0.270 1.390
C 1.972 -1.580 -2.825
H 7.129 0.456 1.462
H -5.302 -0.215 3.192
H -3.471 1.900 -1.352
H -7.728 -1.634 1.846
H 6.081 1.013 3.211
H -6.385 -2.284 0.858
H -1.892 -3.623 -1.530
H 4.572 3.336 0.148
*
```

***

[3]
Density functional theory data (wB97M-V/def2-TZVPD) for an isolated molecule of C22H25N5O2S.

Calculated values
maximum force: 1.06 eV/A
LUMO energy: 0.410 eV
structure (SMILES): Cc1ccccc1NC(=O)[C@@H](C)Sc1nnc(-c2ccncc2)n1C[C@@H]1CCCO1
ΔE to the lowest compared entry with this formula, charge and spin: 31.2 kcal per mole
HOMO-LUMO gap: 8.8888 eV
E_tot: -45601.2284 eV
HOMO level: -8.479 eV

ORCA input file:
```
! wB97M-V def2-TZVPD RIJCOSX def2/J DEFGRID3
* xyz 0 1
H 1.241 -5.636 -0.100
H 5.598 1.711 -1.671
H -1.896 -2.591 0.909
H -4.260 -0.635 2.460
H -1.780 -1.102 -2.433
H 4.683 3.008 0.560
N -0.461 -0.039 2.049
H -1.234 3.730 -2.114
N 0.043 -1.272 2.134
N 0.941 -0.291 0.383
N -1.719 -2.280 -0.036
H 3.599 -0.905 0.246
H -0.391 2.669 2.560
O 4.169 0.329 -1.266
C -2.431 -0.646 -1.706
H -0.390 -4.087 1.087
H 2.587 1.871 0.791
C 3.455 1.209 0.830
N -1.211 4.408 -0.192
H -3.111 0.872 -3.042
H 5.600 1.500 0.755
C 3.298 0.059 -0.185
C -0.556 2.878 1.515
H -4.755 0.961 0.891
C -4.008 1.055 -1.106
H -3.786 -2.230 1.882
H -4.586 1.931 -1.359
H -0.503 1.425 -1.541
C 0.063 0.554 1.003
H -2.557 -1.078 2.452
C -2.506 -1.179 -0.425
H 3.562 0.841 1.848
H 3.932 2.350 -1.661
C 0.543 -5.010 -0.650
H -0.341 -5.594 -0.897
C -3.181 0.467 -2.043
C -1.024 3.455 -1.088
S 1.683 -2.917 0.721
C 0.144 -3.803 0.178
H 1.577 0.861 -1.214
H 1.782 -0.898 -1.406
C -4.099 0.508 0.162
C 1.850 -0.062 -0.702
C -3.497 -1.178 1.909
C -0.593 2.176 -0.773
O -0.218 -2.438 -1.750
C -0.989 4.118 1.079
C -0.339 1.881 0.565
C 0.883 -1.423 1.147
C 4.633 1.661 -1.166
C 4.699 1.946 0.333
C -0.622 -2.779 -0.657
H -1.167 4.923 1.779
C -3.368 -0.612 0.526
H 1.013 -4.675 -1.572
*
```

***

[4]
Density functional theory data (wB97M-V/def2-TZVPD) for a structure of composition CH5BClO2S.

Calculated values
maximum force: 2.83 eV/A
LUMO energy: 3.242 eV
HOMO-LUMO gap: 6.9666 eV
E_tot: -29244.8212 eV
HOMO level: -3.724 eV

ORCA input file:
```
! wB97M-V def2-TZVPD RIJCOSX def2/J DEFGRID3
* xyz -1 1
O -0.549 0.087 -1.403
B 0.532 0.118 1.250
H -0.556 -1.764 0.791
H -1.172 0.043 -2.146
H 1.881 0.968 -0.720
O -1.488 -0.155 -0.232
Cl 1.023 1.135 -2.606
H -1.492 -0.593 1.720
C -0.791 -0.680 0.873
H 0.539 0.828 2.217
S 2.072 0.012 0.257
*
```

***

Q: Which value of HOMO level does entry 2 give?
A: -9.062 eV

***

Q: The highest E_tot belongs to which entry?
A: C6H12O

***

Q: LUMO energy of number 2 (C16H35BO11)?
A: 0.238 eV